*i*
Formula: C4H4N2O2
Source: the Open Molecules 2025 dataset
Level of theory: the ωB97M-V functional and the def2-TZVPD basis

```
! wB97M-V def2-TZVPD RIJCOSX def2/J DEFGRID3
* xyz 0 1
C -1.00 -0.18 -0.12
C -0.89 1.14 0.11
C 1.00 0.24 -0.25
C 2.56 0.04 -0.19
H -3.07 -0.74 -0.59
H -1.98 -1.96 0.89
H -1.76 1.85 0.68
H 3.15 1.03 -0.46
N -1.96 -1.14 0.00
N 0.44 1.41 0.00
O 3.29 -0.89 0.24
O 0.21 -0.80 -0.31
*
```

Computed properties:
HOMO-LUMO gap = 0.322 hartree

***

*ii*
Formula: C4H4N2O2
Source: the Open Molecules 2025 dataset
Level of theory: the ωB97M-V functional and the def2-TZVPD basis

```
! wB97M-V def2-TZVPD RIJCOSX def2/J DEFGRID3
* xyz 0 1
H 0.49 3.06 0.58
N -0.23 2.63 -0.01
C 0.11 1.28 0.21
N -1.02 0.40 -0.01
C -0.69 -0.94 -0.56
O -1.40 -1.70 -1.14
C 0.93 -1.07 -0.16
O 0.99 -0.97 1.23
C 1.29 0.31 0.42
H -1.98 0.70 -0.67
H 1.48 -1.76 -0.75
H 2.21 0.72 0.80
*
```

Computed properties:
HOMO-LUMO gap = 0.354 hartree
SMILES = [H]/N=C1/NC(=O)[C@@H]2O[C@H]12

***

The most stable of them is *ii*.

***

*i*
Formula: C5H6N2
Source: the Open Molecules 2025 dataset
Level of theory: the ωB97M-V functional and the def2-TZVPD basis

```
! wB97M-V def2-TZVPD RIJCOSX def2/J DEFGRID3
* xyz 0 1
C 1.48 -1.14 0.43
C 1.26 -0.16 -0.44
N 0.20 0.32 -1.12
C -0.79 -0.20 -1.62
N -1.87 -0.50 -2.09
H 2.37 -1.25 0.99
H 0.69 -1.85 0.50
H 1.94 0.59 -0.50
H -2.50 -1.16 -1.69
C -0.47 1.01 1.83
C -0.93 1.64 0.91
H 0.12 0.34 2.41
H -1.50 2.37 0.38
*
```

Computed properties:
HOMO-LUMO gap = 0.360 hartree
SMILES = C=CN=C=N.C#C

***

*ii*
Formula: C5H6N2
Source: the Open Molecules 2025 dataset
Level of theory: the ωB97M-V functional and the def2-TZVPD basis

```
! wB97M-V def2-TZVPD RIJCOSX def2/J DEFGRID3
* xyz 0 1
H 0.65 -1.87 2.74
N 0.07 -1.42 2.00
C -1.00 -0.75 2.31
C -1.60 -0.23 1.14
C -2.23 0.43 0.36
H -1.30 -0.74 3.40
H -2.90 0.86 -0.43
C 1.09 0.88 -2.15
C 0.87 -0.16 -1.34
N 0.72 -1.19 -0.75
H 0.77 0.67 -3.15
H 1.73 1.64 -1.78
H 0.15 -1.49 0.09
*
```

Computed properties:
HOMO-LUMO gap = 0.290 hartree
SMILES = [H]/N=C/C#C.C=C=N

***

*iii*
Formula: C5H6N2
Source: the Open Molecules 2025 dataset
Level of theory: the ωB97M-V functional and the def2-TZVPD basis

```
! wB97M-V def2-TZVPD RIJCOSX def2/J DEFGRID3
* xyz 0 1
C 0.30 -0.82 0.83
C -0.24 0.04 -0.18
C 0.45 0.73 -1.05
C 2.64 -0.33 0.37
C -1.82 0.14 -0.03
N 1.62 -0.93 1.01
N 1.03 1.13 -2.02
H -0.45 -1.37 1.36
H -2.23 -0.11 0.95
H -2.19 1.23 -0.28
H -2.38 -0.49 -0.74
H 1.87 -1.29 1.91
H 1.41 2.07 -2.14
*
```

Computed properties:
HOMO-LUMO gap (alpha / beta) = 0.233 / 0.227 hartree

***

*iv*
Formula: C5H6N2
Source: the Open Molecules 2025 dataset
Level of theory: the ωB97M-V functional and the def2-TZVPD basis

```
! wB97M-V def2-TZVPD RIJCOSX def2/J DEFGRID3
* xyz 0 1
N -1.93 2.13 -0.79
C -1.39 1.40 -0.07
C -0.69 0.42 0.78
C -0.50 -0.90 0.01
C 0.80 -0.62 -0.74
C 1.46 0.30 0.26
N 0.68 0.89 1.08
H -1.26 0.31 1.71
H -1.35 -1.17 -0.63
H -0.34 -1.70 0.74
H 1.38 -1.50 -1.01
H 0.61 -0.05 -1.66
H 2.53 0.48 0.30
*
```

Computed properties:
HOMO-LUMO gap = 0.420 hartree
SMILES = N#C[C@H]1CCC=N1

***

The most stable of them is *iv*.

***

*i*
Formula: C4H6O
Source: the Open Molecules 2025 dataset
Level of theory: the ωB97M-V functional and the def2-TZVPD basis

```
! wB97M-V def2-TZVPD RIJCOSX def2/J DEFGRID3
* xyz 0 1
C -3.08 0.70 -0.14
C -2.13 -0.04 0.28
C 1.37 0.46 0.23
C 1.92 -0.95 -0.05
O 1.98 1.45 -0.10
H -4.12 0.60 -0.15
H -2.47 1.64 -0.54
H 0.36 0.34 0.72
H 1.44 -1.42 -0.90
H 3.04 -1.06 0.01
H 1.70 -1.71 0.63
*
```

Computed properties:
HOMO-LUMO gap = 0.339 hartree

***

*ii*
Formula: C4H6O
Source: the Open Molecules 2025 dataset
Level of theory: the ωB97M-V functional and the def2-TZVPD basis

```
! wB97M-V def2-TZVPD RIJCOSX def2/J DEFGRID3
* xyz 0 1
C -0.45 1.37 0.46
C 0.23 0.30 0.02
C -1.09 -0.05 0.36
C 1.51 -0.30 -0.32
O -2.01 -0.40 -0.61
H -0.55 2.46 0.60
H -1.21 -0.69 1.72
H 2.34 0.26 0.15
H 1.75 -0.24 -1.31
H 1.48 -1.37 -0.15
H -1.98 -1.35 -0.92
*
```

Computed properties:
HOMO-LUMO gap = 0.364 hartree

***

*iii*
Formula: C4H6O
Source: the Open Molecules 2025 dataset
Level of theory: the ωB97M-V functional and the def2-TZVPD basis

```
! wB97M-V def2-TZVPD RIJCOSX def2/J DEFGRID3
* xyz 0 1
C -1.70 -1.21 -1.89
C -1.34 -0.58 -0.93
C -0.69 0.11 0.18
O 0.67 -0.24 0.09
C 1.56 0.53 0.87
H -1.99 -1.78 -2.74
H -1.13 -0.19 1.15
H -0.83 1.20 0.09
H 1.46 1.60 0.66
H 2.56 0.20 0.58
H 1.42 0.36 1.95
*
```

Computed properties:
HOMO-LUMO gap = 0.403 hartree
SMILES = C#CCOC

***

*iv*
Formula: C4H6O
Source: the Open Molecules 2025 dataset
Level of theory: the ωB97M-V functional and the def2-TZVPD basis

```
! wB97M-V def2-TZVPD RIJCOSX def2/J DEFGRID3
* xyz 0 1
C -1.31 0.81 -0.79
C -0.85 -0.22 -1.50
C -0.13 -1.07 -0.81
O -0.10 -0.67 0.56
C 1.07 0.02 0.96
H -2.21 0.72 -0.18
H -0.69 1.69 -0.63
H 0.39 -2.00 -1.02
H 1.48 0.68 0.18
H 1.81 -0.72 1.24
H 0.82 0.64 1.83
*
```

Computed properties:
HOMO-LUMO gap (alpha / beta) = 0.349 / 0.349 hartree
SMILES = C=C=COC

***

The most stable of them is *iii*.

***

*i*
Formula: C4H6O
Source: the Open Molecules 2025 dataset
Level of theory: the ωB97M-V functional and the def2-TZVPD basis

```
! wB97M-V def2-TZVPD RIJCOSX def2/J DEFGRID3
* xyz 0 1
C -1.19 -0.36 -0.05
C 0.18 0.36 0.03
C 1.33 -0.27 0.03
C 2.69 0.28 -0.04
O 3.81 -0.29 0.03
H -0.92 -1.43 0.16
H -1.41 -0.54 -1.14
H -1.86 0.22 0.56
H 0.17 1.36 0.21
H 1.33 -1.30 -0.17
H 2.50 1.41 0.01
*
```

Computed properties:
HOMO-LUMO gap = 0.367 hartree
SMILES = C/C=C/C=O

***

*ii*
Formula: C4H6O
Source: the Open Molecules 2025 dataset
Level of theory: the ωB97M-V functional and the def2-TZVPD basis

```
! wB97M-V def2-TZVPD RIJCOSX def2/J DEFGRID3
* xyz 0 1
C -0.68 0.76 -0.21
C -0.73 -0.79 0.04
C 0.79 -0.72 0.27
O 1.36 0.01 -0.89
C 0.80 0.74 0.17
H -1.32 1.35 0.45
H -0.81 1.07 -1.25
H -1.39 -1.01 0.89
H -1.01 -1.44 -0.80
H 1.65 -1.35 0.39
H 1.39 1.48 0.69
*
```

Computed properties:
HOMO-LUMO gap = 0.405 hartree
SMILES = C1C[C@H]2O[C@@H]12

***

The most stable of them is *i*.